The following is a quantum chemistry calculation of a 10-piece molecular cluster, C50H81BFN3O12S overall, from the OMol25 dataset.

```
149
Properties=species:S:1:pos:R:3:forces:R:3
C 1.5764 9.8203 -8.6115 -1.14 -2.02 -0.53
C 0.6451 8.9356 -9.4054 1.36 1.21 1.71
C -0.6177 8.2032 -8.6314 -4.67 -0.88 -2.76
O -1.8400 8.3314 -9.2170 8.09 -0.67 3.67
O -0.5283 7.4732 -7.3573 0.19 0.77 -2.90
C -0.5751 5.9944 -7.5836 0.45 -0.87 -0.37
C -1.0270 5.2213 -6.1762 -0.14 0.69 -0.36
C -2.1690 4.0652 -6.4021 0.05 -0.02 -1.04
C -1.5407 2.5161 -6.4356 -0.67 1.10 0.23
C -2.5472 1.4941 -5.6093 0.10 0.57 0.51
C -1.7639 0.2249 -4.9196 0.09 -0.27 -0.45
C -0.7509 -0.5851 -5.9419 3.49 -2.11 -1.42
C 0.6399 -1.3362 -5.3952 -2.45 1.00 -2.45
C 0.9658 -1.2369 -3.7915 0.77 0.24 -0.42
C 1.5788 -2.6014 -3.1197 0.04 0.35 1.53
C 2.8247 -2.1211 -2.1377 2.18 0.69 2.34
C 4.3145 -1.7824 -2.7344 -1.11 0.39 4.26
C 5.4970 -1.2604 -1.7023 -3.77 -0.72 1.27
C 5.1690 -1.0672 -0.0773 -2.82 -1.30 -2.13
C 3.6726 -1.4257 0.5586 0.86 -0.47 -5.15
C 2.5064 -1.9510 -0.5174 3.55 0.99 -0.76
C 1.6223 -2.0983 -6.5076 -2.84 1.03 -3.00
F 2.8982 -2.7526 -6.1158 -3.65 1.90 -1.01
C 1.2394 -2.1753 -8.1274 -0.82 0.45 2.87
B 2.2958 -2.9912 -9.1394 1.05 -0.44 -0.43
N 3.2932 -2.1190 -9.9291 -1.60 -0.51 2.63
O 2.3430 -4.4618 -9.2865 1.12 2.31 1.92
C -0.1307 -1.4907 -8.7361 -0.14 0.43 1.56
N -0.6412 -1.4753 -10.1788 -0.08 1.23 6.03
S -2.1365 -0.5694 -10.1107 3.58 -1.01 4.81
N -2.2031 -0.1489 -8.3922 3.25 -2.14 0.60
C -1.0324 -0.7154 -7.5826 -1.36 0.07 -3.80
H 1.5460 11.0005 -8.6407 0.99 -2.63 -1.13
H 2.3753 9.2801 -7.9079 -2.86 1.46 -0.29
H 0.8597 8.8300 -10.5747 -2.06 1.10 2.48
H 0.5201 5.6676 -7.9248 -2.36 0.57 0.76
H -1.3143 5.7981 -8.4710 1.25 0.24 1.84
H -0.0732 4.7361 -5.6957 -1.87 1.11 -0.79
H -1.4638 6.0721 -5.4748 1.08 -1.81 -1.42
H -2.6449 4.2564 -7.4670 0.76 -0.32 2.21
H -3.0347 4.1823 -5.6208 1.79 -0.33 -1.35
H -1.4257 2.2473 -7.5697 -0.11 0.17 2.37
H -0.4823 2.6049 -5.9294 -2.06 -0.58 -0.91
H -3.4901 1.1570 -6.2304 2.18 0.62 1.00
H -2.9776 2.1430 -4.7052 0.93 -1.51 -1.83
H -2.5534 -0.5840 -4.5460 1.71 1.83 -0.62
H -1.1634 0.6770 -3.9922 -1.17 -1.33 -2.19
H 0.0394 -0.9200 -3.1231 1.83 -0.65 -1.90
H 1.7959 -0.3936 -3.6688 -1.80 -1.71 -0.33
H 0.7333 -3.0383 -2.4105 1.92 0.84 -1.61
H 1.8671 -3.4453 -3.8774 -0.30 1.87 1.37
H 4.4686 -1.9320 -3.8976 -0.14 0.40 2.75
H 6.5567 -0.9919 -2.1535 -2.64 -0.69 1.29
H 6.0228 -0.6572 0.6408 -2.04 -1.03 -1.79
H 3.3838 -1.2969 1.6887 0.76 -0.16 -2.59
H 1.4308 -2.1724 -0.0509 2.57 0.48 -1.39
H 4.2122 -2.2352 -9.4454 -0.69 -0.06 -0.95
H 2.9985 -1.1375 -9.7295 0.54 -0.92 -0.33
H 2.8564 -4.8981 -8.5340 -1.25 0.89 -1.44
C 0.2761 -1.0181 4.5418 -0.02 0.28 -0.66
C 1.5979 -0.5050 4.0361 0.03 0.30 -1.26
C 2.7025 -0.3232 5.0425 0.40 0.20 -0.34
O 1.7688 -0.2444 2.8463 -0.15 -0.31 1.42
H -0.4257 -1.0994 3.7049 0.30 0.01 0.35
H 0.4072 -2.0080 4.9859 -0.08 0.19 0.15
H -0.1357 -0.3223 5.2772 0.08 -0.17 0.15
H 2.9416 -1.2822 5.5089 -0.11 0.12 0.17
H 2.3988 0.4034 5.8002 -0.01 -0.21 0.14
H 3.5974 0.0527 4.5351 -0.18 -0.08 0.08
C 5.0573 2.4407 7.7199 -0.10 -0.49 0.15
C 3.6439 2.9248 7.9043 -1.05 -0.89 0.20
C 3.3644 4.3757 7.6164 -0.44 -0.04 0.12
O 2.7517 2.1641 8.2758 1.07 0.78 -0.57
H 5.1103 1.3743 7.9639 -0.04 0.23 -0.06
H 5.3641 2.5772 6.6800 0.11 0.16 0.12
H 5.7272 2.9864 8.3893 0.03 0.10 -0.20
H 3.5958 4.5984 6.5718 0.16 0.07 0.11
H 3.9589 5.0075 8.2811 0.08 0.03 -0.14
H 2.3034 4.5826 7.7922 0.23 -0.06 -0.04
C -4.9278 6.3856 -2.8283 -0.09 -0.40 0.30
C -3.6296 6.8413 -2.2173 0.71 -0.81 1.34
C -2.9624 8.0463 -2.8245 0.40 0.01 0.31
O -3.1333 6.2517 -1.2589 -0.66 0.77 -1.27
H -5.2940 5.5061 -2.2881 0.11 0.20 -0.10
H -5.6742 7.1800 -2.7501 0.06 -0.01 -0.23
H -4.7703 6.1128 -3.8749 -0.12 0.21 -0.02
H -3.6213 8.9147 -2.7461 0.00 -0.06 -0.23
H -2.7174 7.8476 -3.8709 -0.18 0.17 -0.02
H -2.0353 8.2597 -2.2818 -0.22 -0.08 -0.11
C -3.6643 -4.2580 -1.4343 0.14 0.48 0.21
C -2.3363 -4.4440 -2.1184 1.10 1.06 0.12
C -2.1414 -5.6998 -2.9252 0.49 0.11 -0.15
O -1.4448 -3.6022 -2.0219 -1.16 -1.02 -0.10
H -3.6617 -3.3081 -0.8892 0.02 -0.22 -0.12
H -4.4648 -4.2324 -2.1778 -0.02 -0.21 0.11
H -3.8321 -5.0696 -0.7219 -0.15 -0.04 -0.18
H -2.8741 -5.7385 -3.7352 -0.06 -0.15 0.15
H -2.2414 -6.5757 -2.2792 -0.19 0.01 -0.13
H -1.1367 -5.6987 -3.3612 -0.22 0.02 0.10
C -3.0952 -4.8539 3.8787 -0.31 0.47 0.02
C -1.8381 -4.0259 3.8611 -0.22 1.57 -0.02
C -0.5241 -4.7602 3.8465 0.33 0.42 0.00
O -1.8830 -2.7969 3.8586 -0.16 -1.82 -0.03
H -3.9666 -4.1904 3.8880 0.16 -0.16 0.00
H -3.1411 -5.4789 2.9834 0.05 -0.15 0.17
H -3.1187 -5.4746 4.7780 0.03 -0.16 -0.16
H -0.4554 -5.3810 2.9497 -0.01 -0.13 0.18
H -0.4330 -5.3767 4.7443 -0.04 -0.15 -0.17
H 0.2966 -4.0350 3.8345 -0.18 -0.18 -0.04
C -6.0614 -4.1056 6.7882 0.36 0.26 -0.30
C -6.9422 -4.4940 5.6309 0.38 0.61 -1.35
C -8.0975 -5.4156 5.9172 -0.21 -0.08 -0.48
O -6.7262 -4.0744 4.4951 -0.26 -0.58 1.32
H -5.2694 -3.4375 6.4332 -0.21 -0.08 0.03
H -6.6506 -3.5792 7.5433 0.02 -0.17 0.09
H -5.5995 -4.9974 7.2193 -0.22 0.17 0.08
H -8.7774 -4.9476 6.6334 0.10 -0.15 0.11
H -7.7264 -6.3658 6.3095 -0.03 0.13 0.20
H -8.6454 -5.6096 4.9889 0.13 0.08 0.19
C -4.8447 -6.9511 10.3495 0.31 0.30 -0.30
C -5.7255 -7.3395 9.1922 0.27 0.47 -1.31
C -6.8807 -8.2611 9.4785 -0.16 0.00 -0.50
O -5.5095 -6.9199 8.0564 -0.26 -0.68 1.40
H -4.0527 -6.2830 9.9945 -0.19 -0.16 0.06
H -5.4339 -6.4247 11.1046 0.04 -0.21 0.09
H -4.3828 -7.8429 10.7806 -0.16 0.07 0.15
H -7.5607 -7.7931 10.1947 0.11 -0.17 0.12
H -6.5096 -9.2113 9.8707 -0.10 0.12 0.17
H -7.4287 -8.4552 8.5502 0.14 0.05 0.20
C 3.5838 4.3933 13.3916 0.29 0.47 0.09
C 3.5174 4.4659 11.8895 0.57 1.07 -0.77
C 2.7934 3.3578 11.1727 0.16 0.38 -0.43
O 4.0350 5.3949 11.2716 -0.58 -1.12 0.71
H 4.1363 5.2589 13.7726 -0.12 -0.19 -0.10
H 2.5741 4.4113 13.8094 0.08 -0.22 0.02
H 4.1060 3.4830 13.6969 -0.23 -0.03 0.04
H 1.7484 3.3297 11.4917 0.09 -0.19 0.08
H 3.2803 2.4014 11.3791 -0.21 -0.02 0.08
H 2.8256 3.5419 10.0936 -0.12 -0.07 0.56
C 8.6420 1.7576 -4.3282 0.03 -0.07 0.52
C 7.8845 0.4808 -4.5775 -0.37 -0.93 1.18
C 7.5037 0.1666 -5.9995 -0.25 -0.45 0.11
O 7.5882 -0.2765 -3.6548 0.62 1.03 -1.43
H 8.8491 1.8532 -3.2569 -0.07 -0.04 -0.25
H 9.5922 1.7372 -4.8677 -0.14 0.14 -0.12
H 8.0419 2.6138 -4.6462 0.17 -0.03 -0.15
H 8.4032 0.0753 -6.6135 -0.10 0.20 -0.06
H 6.8528 0.9519 -6.3921 0.20 0.03 -0.09
H 6.9617 -0.7847 -6.0282 0.12 0.21 0.04
```
Forces are in eV/Å.

Values from the calculation:
Molar mass = 978.08 g mol⁻¹
Frontier orbital gap = 6.188 eV
SMILES string = C=CC(=O)OCCCCCCc1c(CCc2ccccc2)c(F)c(B(N)O)c2nsnc12.CC(C)=O.CC(C)=O.CC(C)=O.CC(C)=O.CC(C)=O.CC(C)=O.CC(C)=O.CC(C)=O.CC(C)=O
E_HOMO = -7.55 eV
Energy = -3542.86642 a.u.
Net charge = 0
Largest force on an atom = 8.909 eV/Å
E_LUMO = -1.4 eV

Mulliken population analysis, charges in e, atoms 1 to 4: -0.457, -0.349, 0.588, -0.515